Formula: C66H162Br6O30
Source: the OMol25 dataset
Level of theory: wB97M-V/def2-TZVPD

Cartesian coordinates (Å):
1 Br 4.389 2.161 -0.233
2 Br -5.071 1.173 -5.678
3 Br -2.627 3.506 -2.642
4 Br -1.373 7.278 -4.955
5 Br -4.204 -0.117 -1.388
6 Br 4.270 -1.546 -2.976
7 O 3.801 -6.016 -3.428
8 O -1.134 -4.118 2.059
9 O -0.998 1.777 -6.764
10 O -1.536 3.896 3.918
11 O -1.617 -6.474 -3.929
12 O 1.952 5.432 2.662
13 O 2.236 -4.983 -5.809
14 O -3.883 0.060 2.989
15 O 5.334 -2.340 2.873
16 O -3.160 -2.062 -5.269
17 O 2.583 2.998 -3.507
18 O 1.483 7.982 5.129
19 O 1.749 0.526 -7.400
20 O 7.332 -3.524 4.765
21 O 1.544 -4.847 0.468
22 O 3.528 4.321 -6.230
23 O -4.923 -2.547 3.879
24 O 3.064 1.342 8.577
25 O -1.774 3.261 6.899
26 O 2.651 -0.683 6.316
27 O -7.387 -6.126 0.310
28 O 5.794 3.019 4.639
29 O 7.017 3.851 2.054
30 O -0.438 1.235 1.195
31 O -5.328 -4.076 -5.356
32 O -6.412 7.816 1.848
33 O -4.454 -4.588 -1.143
34 O -2.622 -8.758 -1.417
35 O -6.631 5.353 0.257
36 O 0.579 -0.764 -1.030
37 C 2.088 4.379 -6.336
38 C 3.609 0.374 6.471
39 C 2.230 -3.701 -5.240
40 C -2.408 5.758 -4.310
41 C 3.504 -5.603 -5.865
42 C -5.256 0.846 -3.821
43 C 1.388 9.365 5.286
44 C -0.389 1.645 -8.072
45 C -3.362 -3.977 -0.632
46 C 1.550 6.005 3.865
47 C -0.551 0.070 -0.996
48 C -3.748 -1.209 2.409
49 C 1.752 7.509 3.850
50 C 3.523 0.011 -1.945
51 C -6.519 -5.633 -0.674
52 C 7.110 -2.137 4.530
53 C 0.377 -5.662 0.789
54 C -8.056 -5.085 0.998
55 C -2.191 2.775 4.545
56 C 0.542 0.372 -8.109
57 C 3.926 4.607 -4.902
58 C 1.959 3.915 -2.683
59 C -5.644 8.911 2.302
60 C -4.294 1.043 2.124
61 C 3.195 -1.934 5.868
62 C 5.893 3.978 5.672
63 C -2.269 4.430 2.862
64 C -0.480 -6.299 -4.730
65 C -5.527 4.588 -0.218
66 C -3.056 -3.440 -4.775
67 C 2.954 1.540 7.137
68 C 0.215 -2.033 -1.686
69 C 4.769 0.568 -1.281
70 C 5.085 3.445 3.491
71 C -1.544 2.368 5.878
72 C 5.838 4.410 2.564
73 C -5.330 -4.901 -0.096
74 C 0.774 0.823 1.821
75 C 2.195 -5.367 -0.681
76 C -3.357 -8.764 -0.260
77 C -2.043 -1.607 -5.982
78 C 4.904 -2.082 1.536
79 C 5.063 -5.562 -3.089
80 C -4.013 0.181 -3.309
81 C 1.752 0.252 -6.023
82 C -4.454 -3.931 -4.248
83 C -2.577 -7.560 -2.099
84 C -0.308 1.368 -0.202
85 C -1.768 -7.728 -3.382
86 C -0.318 -2.976 2.134
87 C -5.252 -5.347 -5.907
88 C 7.337 -3.804 6.119
89 C -3.654 -2.308 3.410
90 C 7.725 4.683 1.114
91 C 3.884 3.377 -3.936
92 C -0.966 4.355 6.978
93 C -5.866 6.622 2.342
94 C 6.706 -1.887 3.086
95 C -1.553 4.844 -3.525
96 C -1.660 2.997 -6.618
97 C -6.687 5.405 1.735
98 C 3.756 -6.571 -4.709
99 C 1.577 4.076 2.506
100 C -4.833 -3.428 5.019
101 C 2.246 2.291 9.236
102 C -0.301 -5.285 2.114
103 H 0.863 0.168 -9.138
104 H -5.250 -6.044 -5.079
105 H -0.821 -8.161 -3.062
106 H -4.565 -1.384 1.715
107 H 4.306 -4.846 -5.904
108 H 3.876 -2.424 1.397
109 H -3.492 -2.976 -0.184
110 H -2.242 -3.526 -4.064
111 H -4.400 -4.900 -3.726
112 H 5.722 -6.436 -3.008
113 H -1.153 4.917 7.898
114 H 4.239 2.480 -4.449
115 H 2.742 7.777 3.488
116 H -1.840 -2.395 -6.685
117 H 3.849 -1.781 4.997
118 H 1.701 5.202 -5.727
119 H -7.757 5.389 1.990
120 H 4.900 4.352 5.983
121 H -3.128 0.798 -3.382
122 H -3.295 -3.237 2.961
123 H 6.356 3.483 6.518
124 H -4.837 -5.581 0.586
125 H 5.610 -2.651 0.926
126 H 0.995 -0.238 1.732
127 H -3.252 2.993 4.634
128 H -5.784 3.549 0.003
129 H -1.068 5.324 -2.698
130 H -0.399 -5.507 -0.039
131 H 0.419 -5.178 2.931
132 H 2.359 3.479 2.963
133 H -3.846 -0.740 -3.816
134 H 5.072 -5.099 -2.088
135 H 2.394 -2.585 5.526
136 H -5.328 1.818 -3.327
137 H -4.442 -4.413 4.814
138 H 0.665 1.813 -0.493
139 H 6.976 -0.883 2.752
140 H -7.043 -4.939 -1.362
141 H 1.482 -0.732 -5.649
142 H 7.996 -1.519 4.737
143 H 0.587 -6.732 0.711
144 H 1.899 1.654 6.856
145 H -0.869 0.351 -1.991
146 H -5.729 -3.479 5.620
147 H -0.707 4.324 -3.966
148 H -0.452 -2.627 -1.062
149 H 2.991 -7.338 -4.715
150 H 1.151 0.994 -5.504
151 H 2.874 -2.995 -5.774
152 H 8.015 -3.249 6.768
153 H -0.440 2.266 5.731
154 H 1.631 4.717 -3.388
155 H -0.964 3.860 -6.568
156 H -4.382 -5.396 -6.541
157 H -4.570 4.932 0.180
158 H 0.543 3.895 2.834
159 H 0.499 5.810 4.086
160 H 5.295 -0.130 -0.646
161 H 1.544 -5.403 -1.542
162 H -0.247 -1.848 -2.660
163 H 6.323 -3.602 6.532
164 H 4.994 -0.983 1.257
165 H -3.254 4.760 3.163
166 H -4.389 -8.586 -0.546
167 H 7.455 -4.862 6.316
168 H 0.790 1.244 2.816
169 H -3.022 -2.017 4.269
170 H 4.920 2.517 2.929
171 H 2.752 0.368 -5.607
172 H 1.625 1.299 1.309
173 H -7.450 -4.233 1.276
174 H 4.118 0.630 5.529
175 H 7.318 -2.517 2.442
176 H -1.200 1.612 -8.806
177 H 0.241 2.531 -8.207
178 H -2.114 1.867 3.938
179 H 2.991 0.591 -2.690
180 H 5.217 4.694 1.698
181 H 4.111 3.900 3.807
182 H -2.733 -4.131 -5.544
183 H 1.670 3.920 1.411
184 H -2.386 3.749 2.018
185 H 0.481 -2.850 1.384
186 H -1.105 -1.491 -5.415
187 H -2.222 -8.468 -4.051
188 H -2.193 -0.604 -6.379
189 H -2.881 -4.533 0.153
190 H 8.637 4.137 0.909
191 H 0.121 -2.919 3.147
192 H -5.499 4.655 -1.305
193 H -0.043 -0.477 -7.749
194 H -6.170 -6.490 -1.234
195 H -4.116 -3.069 5.773
196 H 1.241 1.883 9.321
197 H 0.436 -6.257 -4.106
198 H -3.280 -9.757 0.177
199 H -3.003 -8.099 0.526
200 H -8.888 -4.812 0.351
201 H 3.678 -6.051 -6.819
202 H 1.625 3.407 -6.107
203 H -1.097 2.068 -0.527
204 H -6.083 9.806 1.867
205 H 2.179 3.236 8.664
206 H -2.386 3.253 -7.402
207 H 6.332 -1.781 5.215
208 H 4.530 3.550 -3.070
209 H 5.551 -4.914 -3.808
210 H -0.945 -6.084 2.452
211 H 6.007 5.390 3.038
212 H -2.599 -3.755 -1.376
213 H -3.157 6.255 -3.692
214 H 0.998 9.550 6.270
215 H 4.962 4.951 -5.031
216 H -4.637 1.907 2.694
217 H 2.065 5.547 4.707
218 H 3.401 5.459 -4.436
219 H 6.536 4.805 5.388
220 H -3.497 1.323 1.430
221 H -8.507 -5.463 1.907
222 H 4.731 -7.077 -4.899
223 H 2.367 9.899 5.260
224 H 0.825 9.813 4.496
225 H -3.606 -7.205 -2.275
226 H -4.628 8.741 2.031
227 H 1.223 -3.279 -5.374
228 H 1.158 -2.557 -1.811
229 H 3.779 -2.441 6.665
230 H -6.370 4.485 2.230
231 H 1.859 4.662 -7.360
232 H 1.153 3.422 -2.165
233 H -0.584 -5.324 -5.190
234 H -2.859 5.361 -5.218
235 H -0.969 -2.123 2.034
236 H 2.405 -6.409 -0.511
237 H 2.629 4.395 -1.956
238 H -1.680 5.223 2.371
239 H -5.702 9.043 3.401
240 H 3.071 -4.800 -0.950
241 H 5.420 0.925 -2.090
242 H 3.482 2.477 6.952
243 H 7.909 5.712 1.435
244 H -6.089 -5.630 -6.539
245 H -2.173 -6.749 -1.467
246 H -1.184 5.020 6.122
247 H -2.265 3.034 -5.703
248 H -6.168 0.257 -3.702
249 H 2.734 -0.400 -1.287
250 H -4.828 6.517 1.938
251 H -1.850 1.368 6.105
252 H -5.882 6.608 3.443
253 H 2.716 2.448 10.217
254 H 2.491 -3.763 -4.195
255 H -4.952 -3.202 -3.609
256 H 1.001 7.926 3.164
257 H -0.370 -7.063 -5.479
258 H -1.379 -0.432 -0.490
259 H -2.851 -1.181 1.740
260 H 0.105 4.072 6.953
261 H 4.390 -0.003 7.163
262 H -5.661 -3.983 0.378
263 H -5.228 0.782 1.627
264 H 7.206 4.616 0.140

Summary:
maximum force: 3.10 eV/A
lowest unoccupied orbital energy: 0.18 eV